1.
Density functional theory data (ωB97M-V/def2-TZVPD) for the molecule C26H35N3O3.

Orbital gap (eV): 9.15
E_HOMO (eV): -8.75
DFT total energy (Ha): -1401.73817

Element x y z (Å)
N (6.5475, 0.8421, 0.2697)
C (5.7523, 0.2884, 1.2062)
O (6.0759, 0.1526, 2.3643)
C (4.4278, -0.2499, 0.6125)
N (3.9707, 0.7583, -0.3412)
C (3.6811, 2.0527, 0.2548)
C (3.7700, 3.1340, -0.8211)
C (2.7679, 2.8413, -1.9332)
C (2.9863, 1.4231, -2.4498)
C (2.9240, 0.4285, -1.2902)
C (3.4736, -0.5632, 1.7813)
C (2.2198, -1.3435, 1.3745)
N (2.5072, -2.2700, 0.3018)
C (1.6631, -2.5727, -0.7117)
O (2.0157, -3.2239, -1.6812)
C (0.2538, -2.0916, -0.5811)
C (-0.5443, -2.4714, 0.4939)
C (-1.8702, -2.0915, 0.5466)
C (-2.4196, -1.3186, -0.4774)
C (-3.7807, -0.9354, -0.4283)
C (-4.9325, -0.5913, -0.3666)
C (-6.3556, -0.2629, -0.3509)
O (-7.0298, -0.9733, -1.3832)
C (-6.5594, 1.2307, -0.6407)
C (-5.9616, 2.0950, 0.4633)
C (-6.5713, 1.7377, 1.8155)
C (-6.3440, 0.2607, 2.1223)
C (-6.9474, -0.6132, 1.0275)
C (-1.6220, -0.9454, -1.5599)
C (-0.3013, -1.3416, -1.6136)
C (3.8775, -2.7231, 0.2455)
C (4.8318, -1.5718, -0.0895)
H (7.4267, 1.2491, 0.5404)
H (6.1596, 1.0251, -0.6408)
H (4.4008, 2.2573, 1.0505)
H (2.6693, 2.0781, 0.6961)
H (3.5719, 4.1096, -0.3746)
H (4.7805, 3.1473, -1.2342)
H (2.8779, 3.5638, -2.7438)
H (1.7527, 2.9302, -1.5386)
H (2.2274, 1.1666, -3.1904)
H (3.9659, 1.3536, -2.9266)
H (3.0623, -0.5800, -1.6749)
H (1.9210, 0.4885, -0.8332)
H (4.0540, -1.1301, 2.5106)
H (3.1754, 0.3647, 2.2697)
H (1.4298, -0.6606, 1.0519)
H (1.8479, -1.8887, 2.2534)
H (-0.1294, -3.0847, 1.2803)
H (-2.4924, -2.3928, 1.3769)
H (-6.8650, -1.9161, -1.2720)
H (-6.1048, 1.4642, -1.6048)
H (-7.6334, 1.4057, -0.7237)
H (-6.1417, 3.1477, 0.2375)
H (-4.8809, 1.9366, 0.4998)
H (-6.1245, 2.3524, 2.5995)
H (-7.6440, 1.9441, 1.7967)
H (-6.7932, 0.0032, 3.0837)
H (-5.2706, 0.0654, 2.1869)
H (-8.0277, -0.4594, 0.9773)
H (-6.7632, -1.6697, 1.2441)
H (-2.0516, -0.3566, -2.3570)
H (0.3147, -1.0760, -2.4599)
H (3.9372, -3.4979, -0.5211)
H (4.1363, -3.1598, 1.2148)
H (5.8344, -1.8615, 0.2311)
H (4.8704, -1.4099, -1.1660)

---

2.
Density functional theory data (ωB97M-V/def2-TZVPD) for the molecule C5H8N2.

Orbital gap (eV): 9.68
E_HOMO (eV): -8.75
DFT total energy (Ha): -304.82756

Element x y z (Å)
C (-1.9560, 0.2162, 0.4522)
C (-1.0385, -0.1573, -0.7226)
N (0.3701, -0.0759, -0.3770)
C (1.0846, -0.9508, 0.4078)
C (2.3054, -0.3626, 0.5953)
N (2.3626, 0.8511, -0.0430)
C (1.1862, 0.9896, -0.6025)
H (-2.3313, -0.6727, 0.9704)
H (-1.4064, 0.8302, 1.1738)
H (-2.8213, 0.7936, 0.1111)
H (-1.1924, 0.5181, -1.5700)
H (-1.2487, -1.1716, -1.0784)
H (0.6686, -1.8936, 0.7359)
H (3.1511, -0.7488, 1.1491)
H (0.8660, 1.8345, -1.2020)

---

3.
Density functional theory data (ωB97M-V/def2-TZVPD) for a cluster of 4 separate species, C16H44BrN3O2 in total in a non-equilibrium geometry.

Orbital gap (eV): 8.77
Net charge: +2
E_HOMO (eV): -12.96
DFT total energy (Ha): -3524.18740

Element x y z (Å)
N (1.5371, 6.7114, 0.0714)
H (1.2082, 5.7368, -0.1029)
H (2.5167, 6.8557, -0.1760)
H (1.4566, 6.8434, 1.0836)
H (0.9766, 7.4285, -0.3890)
Br (0.5257, 3.6172, 0.4691)
C (-2.0166, -0.1959, 0.9480)
C (-1.7283, 0.9377, -0.0461)
N (-2.7027, 1.0077, -1.2054)
C (-2.3436, -0.0375, -2.1912)
C (-4.1405, 0.9111, -0.7622)
C (-4.4818, 1.9214, 0.3229)
C (-2.3620, 2.3541, -1.8810)
C (-3.4488, 2.9216, -2.7828)
O (-3.8787, 1.9440, -3.6928)
C (-4.8769, 2.3509, -4.5907)
H (-2.9512, -0.0634, 1.4969)
H (-1.3474, -0.4555, 1.7695)
H (-2.0894, -1.1263, 0.3745)
H (-0.7101, 0.8465, -0.4191)
H (-1.7069, 1.8836, 0.4911)
H (-1.3432, -0.1070, -2.6066)
H (-3.0263, 0.1671, -3.0219)
H (-2.6781, -1.0596, -1.9902)
H (-4.2456, -0.0741, -0.3194)
H (-4.7664, 1.1924, -1.6028)
H (-5.5759, 1.9808, 0.3202)
H (-4.2556, 2.9745, 0.1453)
H (-4.2099, 1.6554, 1.3416)
H (-1.3778, 2.1867, -2.3139)
H (-2.1258, 3.0141, -1.0462)
H (-3.1227, 3.7905, -3.3655)
H (-4.2565, 3.3165, -2.1543)
H (-5.7364, 2.8601, -4.1417)
H (-5.3417, 1.5073, -5.1028)
H (-4.4194, 2.9646, -5.3737)
C (1.7866, -4.7074, 3.0586)
C (1.6847, -3.7521, 1.8868)
N (2.9933, -3.4601, 1.1760)
C (3.8133, -4.7221, 0.9435)
C (2.6834, -2.7994, -0.1597)
C (3.9539, -2.2186, -0.8190)
C (3.8648, -2.6605, 2.1563)
C (3.4264, -1.2396, 2.4951)
O (3.1172, -0.4556, 1.3797)
C (2.4580, 0.7614, 1.6471)
H (0.8491, -4.8530, 3.5977)
H (2.5075, -4.4465, 3.8342)
H (2.0368, -5.7424, 2.8145)
H (1.3809, -2.7597, 2.2096)
H (1.1159, -4.2305, 1.0893)
H (3.2533, -5.2577, 0.1797)
H (4.0068, -5.2922, 1.8445)
H (4.7837, -4.4551, 0.5344)
H (1.9554, -2.0110, 0.0049)
H (2.2233, -3.6236, -0.7028)
H (4.3250, -1.4099, -0.2020)
H (3.8400, -1.9450, -1.8652)
H (4.6883, -3.0249, -0.8787)
H (4.8349, -2.5087, 1.6855)
H (3.8980, -3.2526, 3.0601)
H (4.2638, -0.7755, 3.0281)
H (2.5639, -1.2568, 3.1761)
H (2.6751, 1.5811, 0.9671)
H (2.6948, 1.1087, 2.6592)
H (1.3671, 0.6469, 1.6440)

---

4.
Density functional theory data (ωB97M-V/def2-TZVPD) for a cluster of 2 separate species, C5H10NO5P in total in a non-equilibrium geometry.

Orbital gap (eV): 6.80
Net charge: -2
E_HOMO (eV): -0.52
DFT total energy (Ha): -968.84055

Element x y z (Å)
C (0.0456, -0.6581, 1.8147)
C (-0.7366, -1.5754, -0.7933)
C (0.8781, 1.5896, -0.9400)
C (2.2075, -0.3034, -0.2070)
C (-0.1646, -0.0113, 0.4783)
N (1.0682, 0.5232, 0.0489)
O (-0.9146, -1.3690, 2.2618)
O (-2.7695, -0.0500, 1.0377)
O (-1.7749, 2.3006, 0.7237)
O (1.1195, -0.3746, 2.3869)
O (-2.3255, 0.7609, -1.1507)
P (-1.7340, 0.8791, 0.1746)
H (-0.5470, -1.2100, -1.7540)
H (-1.8490, -1.6658, -0.6979)
H (-0.1106, -2.4371, -0.3161)
H (0.3703, 1.3063, -1.8690)
H (0.1132, 2.2392, -0.4086)
H (1.8261, 2.3332, -1.0141)
H (3.0882, 0.3737, -0.4426)
H (2.5168, -1.0785, 0.5169)
H (1.8496, -0.8304, -1.1713)
H (-2.1569, -0.7422, 1.3213)

---

5.
Density functional theory data (ωB97M-V/def2-TZVPD) for a cluster of 11 separate species, H23O11 in total in a non-equilibrium geometry.

Orbital gap (eV): 10.80
Net charge: +1
E_HOMO (eV): -13.81
DFT total energy (Ha): -841.14642

Element x y z (Å)
O (-1.6613, 2.6776, -3.2239)
H (-1.6576, 3.6394, -3.3124)
H (0.4864, -0.8855, 2.3451)
O (-3.1000, 3.2057, -1.2053)
H (-3.6520, 2.4595, -0.9373)
H (-1.8067, 2.8901, -0.4239)
O (2.4881, -3.0738, -1.5362)
H (-0.9119, 1.1551, 3.0287)
H (0.9223, 0.1027, -1.0684)
O (0.0986, -2.7548, 0.2032)
H (0.5498, -2.0277, -0.3479)
H (-2.0237, -2.7627, 3.0344)
O (-0.1246, -0.7136, 1.6105)
H (1.4509, -0.8942, -2.1308)
H (-0.1015, -1.6577, 0.9064)
O (4.4979, -1.3637, 0.2648)
H (3.5401, -1.4139, 0.1400)
H (3.3570, -3.4571, -1.3668)
O (-1.1786, 3.1639, 0.3521)
H (2.2191, -3.3862, -2.4066)
O (-1.2936, -2.8111, 2.4041)
H (-0.7204, -3.4475, 2.8542)
H (-3.1883, 3.2975, -2.1648)
O (0.7605, 1.7973, -1.1717)
H (-1.5783, 3.9889, 0.6230)
H (0.2746, 2.6275, -1.1136)
O (-1.2988, 0.4333, 3.5473)
H (1.4154, 1.9519, -0.4754)
H (-2.2600, 0.5082, 3.5110)
O (1.0789, -0.8441, -1.2577)
H (-0.7429, -2.8010, -0.2813)
H (4.6865, -0.5326, -0.1721)
H (-0.8977, -0.3939, 2.1687)
H (-1.4410, 2.5746, -2.2968)

---

6.
Density functional theory data (ωB97M-V/def2-TZVPD) for the molecule C3H3Br in a non-equilibrium geometry.

Orbital gap (eV): 9.91
E_HOMO (eV): -9.21
DFT total energy (Ha): -2690.02896

Element x y z (Å)
C (-1.2871, 0.6154, 0.0708)
C (-0.0973, -0.0308, -0.0150)
C (1.0731, -0.7411, 0.0208)
Br (2.7266, 0.1292, 0.0362)
H (-1.7230, 1.1085, 0.8939)
H (-1.6202, 0.6943, -0.8793)
H (0.9280, -1.7756, -0.1274)

---

7.
Density functional theory data (ωB97M-V/def2-TZVPD) for a cluster of 2 separate species, C50H60N4O4S2 in total in a non-equilibrium geometry.

Orbital gap (eV): 6.18
E_HOMO (eV): -5.93
DFT total energy (Ha): -3257.47728

Element x y z (Å)
C (1.7278, -1.5494, -4.5278)
C (1.2221, -2.6000, -3.5458)
C (1.6533, -3.9996, -3.9723)
C (-0.2980, -2.5585, -3.3795)
C (-1.1106, -2.9515, -4.4481)
C (-2.4741, -3.1563, -4.2508)
C (-3.0397, -2.9300, -2.9990)
C (-2.2533, -2.5218, -1.9212)
C (-2.8212, -2.4634, -0.5034)
C (-3.9016, -3.5172, -0.2486)
C (-3.3460, -1.0800, -0.1593)
C (-0.8952, -2.2375, -2.1510)
N (-0.0426, -1.9691, -1.0137)
N (0.4549, -3.0350, -0.3447)
N (1.3016, -2.4927, 0.5663)
C (2.0036, -3.3323, 1.5073)
C (3.2858, -3.7762, 1.1847)
C (3.8874, -3.5113, -0.1998)
C (4.1716, -4.8129, -0.9495)
C (5.1413, -2.6520, -0.1245)
C (3.9783, -4.5102, 2.1486)
C (3.3888, -4.8130, 3.3741)
C (2.0732, -4.4375, 3.6298)
C (1.3559, -3.7019, 2.6842)
C (-0.1093, -3.3266, 2.9111)
C (-0.2595, -2.2977, 4.0186)
C (-0.9597, -4.5595, 3.1972)
C (1.2995, -1.1260, 0.5105)
C (2.1148, -0.3420, 1.4282)
C (0.4149, -0.7406, -0.4807)
C (0.0137, 0.5004, -0.9213)
H (1.4667, -0.5449, -4.1770)
H (2.8169, -1.6139, -4.6406)
H (1.2621, -1.7023, -5.5101)
H (1.6561, -2.3986, -2.5595)
H (1.2960, -4.7294, -3.2354)
H (1.2158, -4.2466, -4.9499)
H (2.7462, -4.0743, -4.0388)
H (-0.6696, -3.1453, -5.4303)
H (-3.0979, -3.5186, -5.0714)
H (-4.1093, -3.1008, -2.8606)
H (-1.9633, -2.6839, 0.1481)
H (-3.5394, -4.5057, -0.5499)
H (-4.1626, -3.5640, 0.8179)
H (-4.8125, -3.2790, -0.8135)
H (-2.5614, -0.3268, -0.2712)
H (-4.1695, -0.8049, -0.8384)
H (-3.7154, -1.0442, 0.8752)
H (3.1242, -2.9543, -0.7570)
H (3.2531, -5.3997, -1.0666)
H (4.5724, -4.6038, -1.9495)
H (4.9052, -5.4154, -0.3956)
H (4.9260, -1.6810, 0.3352)
H (5.9178, -3.1521, 0.4705)
H (5.5262, -2.4775, -1.1353)
H (4.9967, -4.8223, 1.9203)
H (3.9575, -5.3570, 4.1308)
H (1.5811, -4.6912, 4.5703)
H (-0.4621, -2.8791, 1.9742)
H (0.3070, -1.3873, 3.7919)
H (-1.3179, -2.0370, 4.1280)
H (0.1104, -2.7079, 4.9692)
H (-0.9263, -5.2473, 2.3451)
H (-0.5784, -5.0773, 4.0862)
H (-2.0015, -4.2688, 3.3721)
H (2.0522, 0.7194, 1.1538)
H (1.7731, -0.4640, 2.4729)
H (3.1698, -0.6530, 1.3607)
H (0.5923, 1.3458, -0.5749)
H (-0.7245, 0.5436, -1.7084)
C (-4.6084, 1.7318, 5.0920)
N (-4.3679, 1.4256, 3.6997)
C (-5.3623, 0.5680, 3.0886)
C (-3.3285, 1.9415, 2.9823)
C (-3.1944, 1.6556, 1.5989)
C (-2.0779, 2.0562, 0.8842)
C (-1.0939, 2.8641, 1.4811)
C (0.0351, 3.4169, 0.7422)
C (-0.0465, 4.3196, -0.2755)
S (1.2269, 5.5048, -0.6233)
C (2.7336, 4.6337, -0.2299)
C (3.5472, 5.0050, 0.8473)
C (4.6574, 4.2163, 1.1605)
C (4.9674, 3.0942, 0.3894)
C (4.1813, 2.7717, -0.7193)
C (3.0864, 3.5666, -1.0557)
O (1.2098, 5.6770, -2.0652)
O (1.0955, 6.6314, 0.2760)
S (-1.5583, 4.3949, -1.2950)
C (-1.5571, 5.8361, -2.3892)
C (-1.3602, 5.6478, -3.7561)
C (-1.4756, 6.7300, -4.6299)
C (-1.7923, 7.9990, -4.1348)
C (-1.9637, 8.1888, -2.7590)
C (-1.8730, 7.1025, -1.8879)
O (-1.5053, 3.2017, -2.1221)
O (-2.6628, 4.6368, -0.3933)
C (-1.2148, 3.1520, 2.8572)
C (-2.3161, 2.7309, 3.5813)
H (-3.6852, 2.0457, 5.5773)
H (-5.3786, 2.5036, 5.2399)
H (-4.9774, 0.8315, 5.5921)
H (-5.7317, 0.9826, 2.1461)
H (-4.9553, -0.4309, 2.8916)
H (-6.1856, 0.4538, 3.7954)
H (-3.9676, 1.0902, 1.0856)
H (-1.9138, 1.6863, -0.1275)
H (1.0492, 3.2316, 1.1178)
H (3.2979, 5.8887, 1.4326)
H (5.2772, 4.4898, 2.0154)
H (5.8353, 2.4798, 0.6327)
H (4.4130, 1.9122, -1.3453)
H (2.4919, 3.3578, -1.9449)
H (-1.1195, 4.6475, -4.1088)
H (-1.3137, 6.5723, -5.6975)
H (-1.8905, 8.8441, -4.8169)
H (-2.1785, 9.1798, -2.3534)
H (-2.0446, 7.2292, -0.8204)
H (-0.4165, 3.7394, 3.3096)
H (-2.3782, 3.0165, 4.6262)

---

8.
Density functional theory data (ωB97M-V/def2-TZVPD) for a structure of composition C26H32BCl2N8O7Ti in a non-equilibrium geometry.

Orbital gap (spin up / spin down) (eV): 6.12 / 7.92
E_HOMO (spin up / spin down) (eV): -6.63 / -8.33
DFT total energy (Ha): -3769.26971
Spin multiplicity: 2

Element x y z (Å)
Ti (-2.8719, 0.3312, -1.4034)
N (-2.6973, 2.9973, 1.1615)
N (-2.6742, 4.0838, 0.2120)
C (-2.9068, 3.8460, -1.1054)
N (-2.9293, 4.8729, -1.9618)
N (-2.9107, 2.5468, -1.5732)
N (-3.1909, 2.4084, -2.9050)
O (-3.7478, 3.2180, -3.6527)
O (-3.0182, 1.1748, -3.3039)
H (-2.2963, 3.3227, 2.0435)
H (-1.9951, 2.2879, 0.8134)
H (-3.0902, 4.9257, 0.6388)
H (-2.9849, 5.7861, -1.5225)
H (-3.3499, 4.7396, -2.8814)
Cl (-5.5298, -2.7520, 1.0335)
C (-5.6060, -1.0016, 1.2201)
Cl (-7.3570, -0.4123, 1.0871)
C (-4.7076, -0.3818, 0.1191)
O (-5.0533, -0.3180, -1.1247)
O (-3.5445, 0.1090, 0.4661)
H (-5.2345, -0.7092, 2.1675)
N (-0.5431, 1.9278, 2.5908)
C (-0.9246, 0.9985, 3.2139)
N (-1.1703, -0.0540, 3.9289)
C (-1.3233, 0.0097, 5.4013)
C (-0.5094, -1.1212, 6.0727)
O (-0.5925, -2.3505, 5.3726)
C (-0.3069, -2.2210, 3.9637)
C (-1.3549, -1.3460, 3.3025)
H (-2.3672, -0.1586, 5.6712)
H (-1.0893, 0.9913, 5.8026)
H (-0.9586, -1.2074, 7.1211)
H (0.5048, -0.7678, 6.2275)
H (-0.2403, -3.2128, 3.5355)
H (0.7413, -1.8353, 3.8211)
H (-2.3708, -1.7547, 3.6055)
H (-1.3707, -1.2861, 2.2142)
C (-2.4474, -1.6080, -2.1626)
C (-1.2646, -2.4721, -2.1689)
C (-0.9512, -3.4183, -1.1984)
C (0.2364, -4.1227, -1.1687)
C (1.1947, -3.9237, -2.1672)
C (0.8455, -3.0952, -3.2783)
C (-0.3105, -2.3593, -3.2197)
C (2.4528, -4.6096, -2.1059)
N (3.4528, -5.1623, -2.0081)
H (-3.2856, -2.1412, -1.6467)
H (-2.7055, -1.2821, -3.1849)
H (-1.6439, -3.5267, -0.3545)
H (0.4696, -4.7578, -0.3300)
H (1.5126, -2.9772, -4.1016)
H (-0.4908, -1.6384, -3.9980)
C (5.0258, 2.1450, -2.7249)
C (5.0379, 1.2025, -1.5123)
C (5.7146, -0.1452, -1.8457)
C (5.7593, 1.9492, -0.3945)
C (3.6001, 0.8372, -1.0237)
C (3.5225, 0.2494, 0.2259)
C (2.2998, -0.3786, 0.7180)
C (1.2356, -0.3397, -0.1711)
O (-0.1159, -0.6542, 0.1006)
B (-0.8862, -0.0697, -0.9196)
O (0.0257, 0.4928, -1.9826)
C (1.2814, 0.2927, -1.4123)
C (2.4550, 0.8955, -1.8558)
H (6.0181, 2.5267, -2.9272)
H (4.2683, 2.9902, -2.6093)
H (4.6154, 1.6333, -3.6004)
H (6.7279, -0.0214, -2.2440)
H (5.0621, -0.6682, -2.5536)
H (5.7896, -0.7518, -0.9306)
H (6.7746, 2.2600, -0.7340)
H (5.9742, 1.4079, 0.5696)
H (5.1295, 2.8708, -0.1828)
H (4.3746, 0.3498, 0.9476)
H (2.2694, -1.0389, 1.6395)
H (2.5476, 1.3721, -2.8575)